Entry from the OMol25 dataset: one molecule with the formula C5H10O (ωB97M-V/def2-TZVPD).

Last column: Mulliken charge in e.
Geometry (Å):
H (1.760147, -0.252234, 1.152033)  0.34
H (-0.897500, -1.641465, 0.387308)  0.24
C (0.738144, -0.205744, 0.778343)  0.38
O (-0.701332, 1.573307, -1.308605)  -0.52
C (-0.119396, 0.778840, 1.541129)  -1.53
H (-1.177575, 0.702476, 1.262724)  0.31
H (-0.063025, 0.571868, 2.615701)  0.37
C (-0.366160, 0.236646, -1.636285)  -0.75
H (-1.337069, 1.546315, -0.585499)  0.29
H (0.084588, 0.297190, -2.630684)  0.34
H (0.208515, 1.809585, 1.372319)  0.33
C (0.626888, -0.457263, -0.705159)  0.12
H (1.585400, -0.660830, -1.178286)  0.33
H (0.754945, -2.419989, 0.392673)  0.29
H (-1.275523, -0.373245, -1.740985)  0.28
C (0.178953, -1.505457, 0.283272)  -0.82

Cartesian forces, eV/Å:
-0.16 0.00 -0.07
0.18 0.04 -0.03
0.09 0.06 0.10
-0.15 0.08 0.17
-0.06 0.01 0.02
0.13 -0.02 0.05
-0.01 0.02 -0.15
0.07 -0.32 -0.16
0.14 0.14 -0.10
-0.05 -0.06 0.11
-0.07 -0.15 0.03
0.09 0.06 -0.13
-0.15 0.04 0.07
-0.07 0.16 -0.03
0.10 0.11 0.06
-0.07 -0.17 0.06

As for the molar mass: 86.134 g mol⁻¹. The charge is 0. Its spin multiplicity is 1. As for the relative energy (zero: lowest compared OMol25 entry of this formula, charge and spin): 127.0 kJ/mol. The LUMO energy comes out at 1.02 eV. The calculation puts the gap between HOMO and LUMO at 11.09 eV.